C33H38N6O2PdSSi as an isolated structure. Source: the OMol25 dataset; level of theory: ωB97M-V with the def2-TZVPD basis set.

**Maximum force**: 0.0069 hartree/bohr
**Orbital gap**: 4.02 eV
**Total charge**: +2
**HOMO energy**: -12.78 eV

Geometry (Å):
Pd 0.50645 0.35636 -0.60824
C 0.51265 0.37916 1.41187
Si -1.26569 0.48577 1.95659
C -1.77032 1.83239 0.73195
N -1.24175 1.54172 -0.63640
C -1.00989 2.81852 -1.37009
C -2.26726 3.68558 -1.45898
C -3.52239 2.84811 -1.76354
C -3.13067 1.49378 -2.34214
C -2.22614 0.69331 -1.40088
C -1.49526 1.15528 3.68089
C -0.88693 2.35617 4.06272
C -1.06079 2.87481 5.33571
C -1.84836 2.19527 6.25644
C -2.45605 1.00130 5.90016
C -2.28033 0.48634 4.62246
C -2.15010 -1.14646 1.79479
C -1.45813 -2.31720 2.11698
C -2.09829 -3.54835 2.13407
C -3.44715 -3.63152 1.81958
C -4.15561 -2.47997 1.50270
C -3.51218 -1.25041 1.50105
H 1.12318 -0.42833 1.81707
H 1.02361 1.32432 1.63211
H -1.25610 2.72338 1.10717
H -2.83067 2.08362 0.69136
H -0.65947 2.55761 -2.36739
H -0.20567 3.34983 -0.86026
H -2.09694 4.42413 -2.24425
H -2.40114 4.24857 -0.53516
H -4.17199 3.37560 -2.46074
H -4.11435 2.70437 -0.85748
H -2.62161 1.64463 -3.29694
H -4.01403 0.89094 -2.55567
H -1.68173 -0.04651 -1.98796
H -2.81350 0.14737 -0.66615
H -0.26752 2.90297 3.35709
H -0.58830 3.80843 5.61254
H -1.98802 2.59878 7.25065
H -3.07055 0.47144 6.61605
H -2.76491 -0.44641 4.35761
H -0.40378 -2.27203 2.37115
H -1.54645 -4.44218 2.39657
H -3.95092 -4.58925 1.83606
H -5.21194 -2.53895 1.27478
H -4.09376 -0.35890 1.28701
C 2.15810 0.56806 -5.01336
C 1.97714 0.50460 -3.52474
N 0.84421 0.48518 -2.93282
O -0.26521 0.52728 -3.72098
C 3.15278 0.32886 -2.62816
C 4.14426 -0.70688 -3.08145
N 3.16675 1.05765 -1.57691
O 4.14475 -0.55464 -0.04545
H 1.62340 1.43337 -5.41450
H 1.79521 -0.33581 -5.51028
H 3.20401 0.69674 -5.27901
H -0.01676 0.53392 -4.65986
H 3.64053 -1.50438 -3.62618
H 4.71802 -1.14646 -2.27028
H 4.84521 -0.23727 -3.77931
N 3.44121 -2.73400 -0.02613
C 2.27427 -3.46571 -0.24808
C 2.00599 -4.82622 -0.21485
C 0.71100 -5.20020 -0.52192
C -0.27361 -4.25520 -0.84156
C 0.00196 -2.90237 -0.86169
C 1.30197 -2.51769 -0.55828
N 1.87422 -1.22740 -0.50311
C 3.11910 -1.43710 -0.18736
C 4.03271 0.77843 -0.47915
C 5.44284 1.24351 -0.86239
S 5.96167 2.52835 -0.06001
C 4.40916 2.47703 0.97264
N 3.60281 1.59364 0.64336
H 4.33587 -3.07543 0.28518
H 2.76307 -5.55767 0.03248
H 0.45049 -6.24965 -0.51255
H -1.27667 -4.59424 -1.06066
H -0.76543 -2.16904 -1.07378
H 6.01877 0.77012 -1.64809
H 4.30693 3.20726 1.76637

Atomic charges from the Löwdin analysis, expressed in e, are listed below: 0.84 -0.28 0.62 -0.21 -0.28 -0.19 -0.16 -0.17 -0.16 -0.17 -0.24 -0.11 -0.08 -0.07 -0.07 -0.08 -0.27 -0.11 -0.08 -0.07 -0.07 -0.10 0.01 0.00 0.09 0.09 0.09 0.12 0.12 0.11 0.12 0.11 0.10 0.12 0.08 0.10 0.09 0.11 0.11 0.11 0.10 0.10 0.11 0.11 0.11 0.11 0.01 -0.26 0.01 0.00 -0.25 0.02 0.18 0.09 0.11 0.11 0.09 0.10 0.11 0.08 0.11 0.22 -0.17 0.00 -0.05 -0.06 -0.02 -0.20 0.07 -0.37 -0.57 -0.22 1.25 -0.23 0.15 0.18 0.12 0.12 0.12 0.10 0.11 0.12

C33H39BCrF4Ge2N3O2S2 as an isolated structure. Source: the OMol25 dataset; level of theory: ωB97M-V with the def2-TZVPD basis set.

**Spin multiplicity**: 6
**Maximum force**: 0.0360 hartree/bohr
**Orbital gap (alpha / beta)**: 4.70 / 6.22 eV
**Total charge**: -2
**HOMO energy (alpha / beta)**: -0.66 / -2.23 eV
**Relative energy (zero: lowest compared OMol25 entry of this formula, charge and spin)**: 326.9 kJ/mol

Geometry (Å):
Cr -0.03501 0.13209 0.79726
C 0.81585 -0.12699 4.10750
C 0.50208 -1.44062 3.43110
N 0.18685 -1.33097 2.15472
C -0.18417 -2.34157 1.24019
C -0.68321 -3.57065 1.43567
S 0.62439 -2.83697 4.36934
C -0.41764 -2.36188 -1.13394
C -0.95675 -4.58673 -2.28911
S -1.30740 -3.76056 -3.83101
C -0.75935 -2.10465 -3.45591
N -0.47290 -1.66370 -2.25676
C -0.82028 -1.15004 -4.60897
H 0.84919 0.70001 3.39684
H 1.77321 -0.20738 4.61904
H 0.04927 0.07930 4.85431
H -0.77495 -3.99439 2.42107
H -1.62019 -5.43580 -2.17426
H -0.89072 -1.68567 -5.55901
H 0.07365 -0.52117 -4.61466
H -1.68603 -0.48273 -4.52055
C 3.42327 4.10838 0.42300
Ge 3.70587 2.37212 1.34852
C 3.04094 2.74424 3.18568
C 5.69398 2.34737 1.57820
Ge 2.40475 0.47931 0.37383
C 3.21460 0.40164 -1.46639
C 2.65886 -0.47984 -2.40022
C 3.20653 -0.64027 -3.66676
C 4.31806 0.10108 -4.04620
C 4.86810 1.00535 -3.14688
C 4.32153 1.14731 -1.87667
C 3.38490 -1.08271 1.17857
C 3.10457 -2.35746 0.67712
C 3.60826 -3.50586 1.26967
C 4.41724 -3.40882 2.39487
C 4.71194 -2.15606 2.91185
C 4.19642 -1.01205 2.31193
H 3.79523 4.92215 1.05294
H 2.35817 4.26440 0.24664
H 3.94401 4.14814 -0.53775
H 3.58222 3.57910 3.64126
H 3.13780 1.87111 3.83549
H 1.98165 3.00640 3.12832
H 5.98843 3.25847 2.10624
H 6.20403 2.32412 0.61183
H 6.02583 1.48239 2.15649
H 1.76186 -1.03103 -2.13988
H 2.76018 -1.34274 -4.36407
H 4.74901 -0.02048 -5.03323
H 5.72710 1.60145 -3.43677
H 4.77307 1.85400 -1.18855
H 2.45190 -2.45208 -0.18324
H 3.34395 -4.48100 0.87342
H 4.79233 -4.30289 2.87853
H 5.32920 -2.07182 3.80042
H 4.42606 -0.04327 2.74509
F -0.23411 2.17389 -0.34056
B -0.63896 2.90514 0.81971
F 0.06895 4.08301 0.94848
F -2.00498 3.10427 0.83395
F -0.26346 1.98215 1.89326
C -3.60342 0.44712 -1.13756
O -2.26749 0.30408 -0.67085
C -2.04968 0.01757 0.65676
O -2.97421 -0.23812 1.39297
H -3.72610 1.46748 -1.50194
H -4.30378 0.25370 -0.32685
H -3.76394 -0.26125 -1.95183
C -2.79434 -3.91885 0.16661
C -1.29939 -4.29585 0.25171
C -1.16145 -5.77344 0.48476
C -0.15635 -6.52994 -0.06040
C 0.70262 -6.03167 -1.02893
C 0.44555 -4.75156 -1.69899
C 1.62402 -4.17000 -2.44406
C -0.61866 -3.83959 -1.04541
N -0.10663 -1.70936 0.00639
H -3.27645 -4.10916 1.12736
H -3.30432 -4.49504 -0.61414
H -2.89825 -2.85428 -0.05302
H -1.82008 -6.20214 1.23355
H -0.00745 -7.54613 0.29255
H 1.58426 -6.59070 -1.32158
H 2.03646 -4.93313 -3.11063
H 2.41105 -3.85764 -1.75592
H 1.34513 -3.31316 -3.05184

Atomic charges from the Löwdin analysis, expressed in e, are listed below: 0.72 -0.12 -0.85 -0.05 -0.35 0.01 0.53 -0.29 -0.43 0.95 -0.66 0.10 -0.12 0.04 0.06 0.08 0.05 0.10 0.05 0.07 0.07 -0.25 0.70 -0.26 -0.26 0.88 -0.33 -0.12 -0.10 -0.13 -0.12 -0.13 -0.34 -0.12 -0.09 -0.12 -0.11 -0.13 0.01 0.00 0.00 0.01 -0.01 0.01 0.00 -0.01 -0.01 0.06 0.09 0.08 0.09 0.05 0.07 0.09 0.09 0.09 0.06 0.06 -1.23 0.15 0.16 0.01 -0.08 -0.15 -0.48 0.02 0.08 0.07 0.08 0.00 -0.41 -0.02 -0.11 -0.02 -0.35 -0.02 -0.21 0.01 0.09 0.08 0.09 0.11 0.09 0.10 0.09 0.07 0.05

C33H39FeN4O3S5 as an isolated structure. Source: the OMol25 dataset; level of theory: ωB97M-V with the def2-TZVPD basis set.

**Spin multiplicity**: 2
**Maximum force**: 0.0225 hartree/bohr
**Orbital gap (alpha / beta)**: 6.39 / 6.87 eV
**HOMO energy (alpha / beta)**: -6.69 / -6.63 eV
**Relative energy (zero: lowest compared OMol25 entry of this formula, charge and spin)**: 98.8 kJ/mol

Geometry (Å):
Fe -0.11477 -0.23180 1.10355
C -3.09896 -2.27019 0.91140
C -1.96064 -3.20635 1.29499
S -0.48486 -2.78597 0.34965
C 0.80566 -3.40204 1.44660
C 2.07458 -2.68002 1.05708
S 2.05011 -0.92446 1.49863
C 3.50958 -0.94133 4.67273
C 2.66961 -1.15146 5.67249
S -0.44584 -0.43194 3.55024
C -2.11658 -1.04866 3.92048
C -3.18072 -0.45688 3.02092
S -2.78275 -0.53219 1.26715
H -4.02051 -2.56078 1.41825
H -3.26935 -2.29698 -0.16351
H -2.24945 -4.23854 1.08617
H -1.69892 -3.12087 2.34422
H 0.90333 -4.48374 1.32656
H 0.52502 -3.16285 2.47334
H 2.24757 -2.77847 -0.01820
H 2.92611 -3.12354 1.57618
H 3.84541 0.05416 4.40436
H 3.88861 -1.74886 4.05805
H 2.27399 -0.33602 6.26799
H 2.31685 -2.14551 5.92168
H -2.34370 -0.79878 4.95948
H -2.12266 -2.13451 3.85429
H -3.29359 0.61082 3.22445
H -4.15461 -0.93210 3.17368
C -1.78825 2.77249 1.26790
O -0.79058 1.78141 1.54186
C 0.51046 1.86044 1.13442
C 0.71073 2.71911 -0.07770
H -1.96549 2.86554 0.19746
H -1.49748 3.73060 1.69797
H -2.69391 2.41476 1.75024
H 0.48897 3.76652 0.16046
H 0.04124 2.38471 -0.86449
H 1.72441 2.66084 -0.46040
O 2.18439 0.41700 -1.47773
C 1.04168 0.15353 -1.80161
N 0.64792 0.05667 -3.10920
C -0.74226 -0.27454 -3.25749
C -1.12571 -0.35050 -1.75512
O -2.24978 -0.65371 -1.38752
N -0.05884 -0.05435 -0.96764
C -1.52862 0.82831 -3.98556
C -2.87526 1.06349 -3.71995
C -3.56556 2.05121 -4.41130
C -2.92687 2.81024 -5.38112
C -1.58739 2.57410 -5.65603
C -0.89623 1.59143 -4.96165
C -0.95322 -1.61026 -3.98875
C -0.05767 -1.99653 -4.98160
C -0.22547 -3.18917 -5.67036
C -1.29902 -4.01718 -5.37728
C -2.20558 -3.63232 -4.40066
C -2.03959 -2.43620 -3.71467
H 1.32811 0.09520 -3.84380
H -3.37726 0.47845 -2.96204
H -4.61093 2.22612 -4.18815
H -3.46666 3.57967 -5.91845
H -1.07595 3.15628 -6.41246
H 0.15084 1.43077 -5.18708
H 0.78893 -1.36985 -5.23398
H 0.48744 -3.47110 -6.43506
H -1.42672 -4.95309 -5.90614
H -3.05060 -4.26784 -4.16582
H -2.74849 -2.14360 -2.95371
N -0.14414 2.67903 3.96661
C 1.10069 2.63857 3.46792
N 1.43682 2.25650 2.23819
C 2.85101 2.25673 2.03882
C 3.53783 1.83754 0.91026
C 4.91667 1.95794 0.91582
C 5.60671 2.46999 2.01450
C 4.92253 2.85107 3.15498
C 3.54024 2.73048 3.14457
S 2.44678 3.06116 4.45268
H -0.64248 1.77301 3.80341
H -0.16926 2.94364 4.94146
H 3.03078 1.36997 0.07543
H 5.46532 1.61497 0.04821
H 6.68495 2.55945 1.98440
H 5.44129 3.21112 4.03406

Atomic charges from the Löwdin analysis, expressed in e, are listed below: 0.10 -0.48 -0.49 0.94 -0.53 -0.63 0.64 -0.10 -0.09 0.60 -0.63 -0.52 0.92 0.09 0.06 0.09 0.05 0.08 0.06 0.06 0.06 0.03 0.04 0.04 0.04 0.06 0.04 0.06 0.08 -0.04 -0.31 -0.39 -0.01 0.10 0.10 0.08 0.10 0.09 0.07 0.02 -0.53 0.15 -0.25 -0.43 -0.06 0.08 -0.12 -0.02 -0.08 -0.10 -0.08 -0.03 -0.11 -0.03 -0.08 -0.09 -0.07 -0.02 0.13 0.11 0.10 0.10 0.10 0.11 0.10 0.10 0.10 0.10 0.10 0.10 -0.59 0.07 -0.23 -0.05 -0.04 -0.07 -0.09 -0.47 1.14 0.02 0.10 0.06 0.11 0.11 0.11